[1]
# C36H32CuN3O2STe

A structure of composition C36H32CuN3O2STe (wB97M-V/def2-TZVPD, the Open Molecules 2025 dataset).

As for the total energy: -109185.93293 eV. As for the net charge: 0. The calculation puts the HOMO-LUMO gap at 7.35 eV. The calculation puts the LUMO energy at 0.175 eV. As for the energy above the lowest of the compared OMol25 structures with the same formula, charge and spin: 9.1 kcal/mol. Its spin multiplicity is 1.

Atoms and positions in Å:
Te 2.37 3.85 -0.27
Cu 0.49 -0.77 -0.51
S 2.64 -0.75 0.12
O -0.83 -2.12 -0.95
O -2.68 -5.17 -2.35
N -0.72 0.80 -0.62
N 2.89 -1.32 -2.45
N 4.83 -0.81 -1.37
C -2.86 1.91 -0.74
C -2.74 3.00 -1.60
C -1.98 0.71 -0.91
C -2.90 -2.94 -1.62
C -4.15 -2.74 -2.16
C -1.85 -4.11 0.95
C -4.69 -1.46 -2.33
C -0.39 -5.69 2.02
C -3.53 4.13 -1.41
C 1.75 2.91 3.94
C -1.22 -4.58 2.09
C 5.48 0.80 0.34
C -2.63 -0.53 -1.35
C 1.67 3.83 1.71
C -3.79 1.95 0.29
C -4.44 4.17 -0.37
C -0.86 -5.89 -0.33
C -2.41 -4.34 -1.50
C 6.33 1.17 1.37
C 0.65 4.68 2.11
C -2.05 -1.85 -1.27
C 2.22 2.94 2.63
C -6.05 -1.25 -2.93
C -4.57 3.08 0.48
C 5.69 -0.41 -0.30
C 6.75 -1.23 0.05
C 0.86 2.58 -1.12
C -0.21 -6.34 0.81
C 3.49 -0.97 -1.30
C 0.72 3.75 4.32
C 7.61 -0.84 1.06
C -3.92 -0.41 -1.90
C 0.17 4.64 3.41
C 7.40 0.36 1.73
C -0.12 2.02 -0.09
C -1.67 -4.77 -0.26
H 0.22 5.37 1.39
H 8.06 0.65 2.54
H -0.85 2.78 0.21
H -1.37 -4.07 3.04
H 0.11 -6.05 2.91
H 1.93 -1.62 -2.40
H -2.49 -3.24 1.00
H -4.72 -3.62 -2.46
H 3.42 -1.57 -3.27
H -6.48 -2.19 -3.28
H 8.44 -1.48 1.34
H 3.01 2.26 2.33
H 0.35 3.72 5.34
H -6.01 -0.57 -3.79
H -6.75 -0.82 -2.21
H 6.18 2.11 1.88
H 0.34 3.15 -1.89
H 1.39 1.75 -1.59
H -3.90 1.09 0.94
H -4.33 0.59 -2.02
H 0.43 1.73 0.81
H 2.18 2.21 4.65
H -0.64 5.30 3.71
H -0.74 -6.40 -1.28
H 5.30 -1.22 -2.17
H -5.05 5.05 -0.23
H 0.44 -7.21 0.76
H 4.66 1.44 0.04
H -3.43 4.97 -2.09
H 6.90 -2.17 -0.47
H -5.29 3.11 1.29
H -2.03 2.96 -2.42


[2]
# C16H23N3O5

A cluster of 2 separate species, C16H23N3O5 in total in a non-equilibrium geometry (wB97M-V/def2-TZVPD, the Open Molecules 2025 dataset).

As for the total energy: -31670.01996 eV. As for the net charge: 0. The calculation puts the HOMO-LUMO gap at 5.92 eV. The calculation puts the LUMO energy at -1.128 eV. As for the energy above the lowest of the compared OMol25 structures with the same formula, charge and spin: 96.5 kcal/mol. Its spin multiplicity is 1.

Atoms and positions in Å:
O -2.31 -1.96 1.93
O -1.51 0.13 2.28
O -2.65 0.20 -2.23
O -0.47 0.68 -2.54
O 2.02 -1.29 1.78
N -2.24 -0.39 0.20
N -1.29 0.00 -0.45
N 2.30 1.01 0.08
C -1.53 0.30 -1.78
C -0.88 0.93 -3.88
C -2.81 -1.47 4.25
C 1.85 2.68 1.71
C 2.31 -0.34 -0.31
C 2.82 3.29 -0.38
C -1.82 -3.68 3.53
C 1.84 1.38 1.32
C 2.21 -2.80 -0.01
C -1.70 2.21 -3.95
C 0.35 0.98 -4.78
C -2.00 -0.70 1.54
C 2.78 1.98 -0.76
C 2.35 3.66 0.86
C -1.89 -2.19 3.27
C 2.16 -1.42 0.56
H -1.49 -3.91 4.54
H 3.14 1.68 -1.73
H -1.51 0.07 -4.15
H 3.22 4.04 -1.05
H -2.59 2.13 -3.33
H 1.44 0.60 1.95
H -3.83 -1.82 4.12
H -2.81 -4.13 3.38
H 1.56 -3.45 0.57
H 1.01 1.77 -4.45
H 0.90 0.04 -4.72
H -1.11 3.05 -3.58
H 1.90 -2.82 -1.05
H 2.46 -0.54 -1.36
H -0.87 -1.75 3.33
H 1.48 2.96 2.69
H -2.52 -1.65 5.29
H 0.07 1.15 -5.82
H -2.01 2.44 -4.97
H -1.14 -4.16 2.83
H 3.22 -3.20 0.06
H 2.37 4.69 1.18
H -2.80 -0.39 4.07


[3]
# C4H6O2

A structure of composition C4H6O2 in a non-equilibrium geometry (wB97M-V/def2-TZVPD, the Open Molecules 2025 dataset).

As for the total energy: -8335.98512 eV. As for the net charge: 0. The calculation puts the HOMO-LUMO gap at 10.06 eV. The calculation puts the LUMO energy at 0.848 eV. As for the energy above the lowest of the compared OMol25 structures with the same formula, charge and spin: 103.2 kcal/mol. Its spin multiplicity is 1.

Atoms and positions in Å:
O 0.28 0.57 -2.43
O -0.03 1.04 0.97
C -0.16 1.10 -1.43
C -0.47 0.33 -0.20
C 0.31 -0.94 0.04
C 0.26 -0.20 1.60
H -1.54 0.09 -0.14
H -0.63 -0.62 2.07
H -0.15 -1.92 -0.03
H -0.34 2.19 -1.36
H 1.29 -0.95 -0.50
H 1.17 -0.73 1.39


[4]
# C7H12N2P

A cluster of 3 separate species, C7H12N2P in total in a non-equilibrium geometry (wB97M-V/def2-TZVPD, the Open Molecules 2025 dataset).

As for the total energy: -19711.44064 eV. As for the net charge: +1. The calculation puts the HOMO-LUMO gap (alpha / beta) at 7.71 / 6.22 eV. The calculation puts the LUMO energy (alpha / beta) at -3.844 / -5.009 eV. As for the energy above the lowest of the compared OMol25 structures with the same formula, charge and spin: 88.7 kcal/mol. Its spin multiplicity is 1.

Atoms and positions in Å:
P 3.41 -0.04 -1.42
N -3.77 0.05 -2.68
N -2.32 0.78 -0.50
C 0.95 -1.51 2.13
C 2.14 -0.75 2.12
C 1.07 0.95 0.82
C -0.11 0.17 0.80
C -1.22 0.52 0.14
C -0.21 -1.11 1.45
C 2.16 0.51 1.54
H 0.95 -2.34 2.77
H 3.02 -1.04 2.77
H -3.08 1.39 -0.19
H 0.89 1.89 0.17
H -1.18 -1.56 1.57
H 3.07 1.12 1.61
H 4.13 1.22 -1.88
H -3.44 -0.74 -3.32
H 4.65 -0.62 -0.89
H -2.55 0.43 -1.48
H -3.83 0.95 -3.11
H -4.75 -0.26 -2.42